A structure of composition C24H31N4O3SSe3SnTe2 in a non-equilibrium geometry. Source: OMol25; level of theory: ωB97M-V with the def2-TZVPD basis set.

Structure (XYZ):
```
69
Properties=species:S:1:pos:R:3:lowdin_charge:R:1
Sn -12.1054 -10.3473 14.1122 0.84
C -14.3778 -10.0086 11.6937 -0.18
C -12.9159 -9.6867 11.2625 -0.17
N -11.9671 -10.6827 11.7898 -0.23
C -12.0115 -12.0127 11.2948 -0.24
C -12.9921 -12.9375 11.9701 -0.15
N -13.1349 -12.4534 13.3630 -0.19
C -14.4986 -12.5036 13.8790 -0.21
C -15.3365 -11.2819 13.5841 -0.17
N -14.5064 -10.1494 13.1528 -0.17
H -15.0170 -9.1867 11.4116 0.12
H -14.9178 -10.8698 11.2337 0.13
H -12.9810 -9.8097 10.1430 0.14
H -12.5458 -8.7186 11.6213 0.08
H -11.0063 -10.3711 11.6365 0.10
H -12.2570 -12.0744 10.2237 0.14
H -11.0085 -12.3976 11.5353 0.07
H -13.9935 -12.8169 11.5836 0.11
H -12.7593 -13.9869 12.0031 0.13
H -12.5797 -13.1168 13.8892 0.04
H -14.9407 -13.3941 13.4833 0.11
H -14.5308 -12.6503 14.9447 0.10
H -16.0678 -11.4994 12.7992 0.12
H -15.8598 -10.9657 14.5012 0.14
H -14.6761 -9.2447 13.5883 0.12
Se -10.8638 -7.5018 14.0140 -0.06
Se -9.5190 -10.9185 15.8814 -0.15
Te -10.2742 -12.5116 17.6091 0.98
Se -10.0407 -12.1035 13.9093 0.07
N -11.9750 -18.4608 13.4412 0.11
C -12.1342 -17.4177 14.2568 -0.33
C -13.4462 -16.8776 14.4248 -0.02
C -13.6669 -15.7576 15.1849 -0.08
C -12.5974 -15.2132 15.8850 -0.29
C -11.2910 -15.7105 15.6798 -0.07
C -11.0523 -16.7731 14.9030 -0.01
S -12.9823 -14.1175 17.2191 0.46
O -12.2895 -12.7365 16.9407 -0.73
O -14.3765 -13.8838 17.1350 -0.27
O -12.4413 -14.6583 18.4251 -0.31
H -11.1329 -18.9699 13.6369 0.10
H -12.7918 -19.1176 13.5172 0.14
H -14.2799 -17.2765 13.8579 0.11
H -14.6927 -15.3842 15.2719 0.12
H -10.5882 -15.2686 16.2997 0.05
H -10.1097 -17.2838 14.7255 0.12
Te -9.0620 -6.1808 12.9893 1.36
C -7.9527 -5.5445 14.5872 -0.55
C -8.0683 -6.2314 15.7574 -0.16
C -7.3788 -5.7885 16.8630 -0.04
C -6.4841 -4.6959 16.7334 -0.07
C -6.3518 -3.9872 15.5813 -0.05
C -7.1399 -4.4593 14.4883 -0.12
C -7.7076 -7.6398 12.3700 -0.51
C -7.8197 -8.9113 12.6442 -0.17
C -6.8548 -9.7782 12.1380 -0.06
C -5.8201 -9.2841 11.3539 -0.07
C -5.6905 -7.9207 11.1512 -0.08
C -6.6518 -7.0462 11.6429 -0.12
H -8.7070 -7.1233 15.8011 0.06
H -7.4155 -6.3006 17.8017 0.10
H -5.9363 -4.4245 17.6248 0.11
H -5.6293 -3.1767 15.5180 0.12
H -7.1575 -3.8733 13.5827 0.09
H -8.6352 -9.4032 13.1630 0.03
H -6.6881 -10.7596 12.5005 0.10
H -4.9986 -9.9961 10.9801 0.14
H -4.8562 -7.5021 10.6186 0.11
H -6.6676 -5.9816 11.4427 0.09
```

* net charge: +1
* highest occupied orbital energy: -0.380 Ha
* Kohn-Sham gap: 0.2667 Eh
* lowest unoccupied orbital energy: -3.1 eV



A structure of composition C24H31N4O4Ru in a non-equilibrium geometry. Source: OMol25; level of theory: ωB97M-V with the def2-TZVPD basis set.

Structure (XYZ):
```
64
Properties=species:S:1:pos:R:3:lowdin_charge:R:1
Ru -0.2778 0.2697 -0.2538 1.38
C -1.1770 0.2372 -3.2855 -0.10
N 0.1637 -0.0411 -2.7777 -0.26
C 0.5764 -1.4058 -3.1297 -0.19
C 1.2030 -2.1324 -1.9361 -0.18
C 0.1626 -2.8109 -1.0499 -0.22
N -0.8778 -1.8946 -0.6404 -0.04
C -1.7360 -2.3456 0.2111 -0.09
C -2.9515 -1.7327 0.6406 -0.15
C -3.8470 -2.5406 1.3568 -0.05
C -5.0917 -2.1044 1.7362 -0.10
C -5.4683 -0.7923 1.4390 -0.09
C -4.6068 0.0497 0.7899 -0.02
C -3.3163 -0.3708 0.3564 -0.36
O -2.5670 0.4667 -0.2516 -0.17
C 1.1167 0.9598 -3.2598 -0.21
C 2.5370 0.8350 -2.7021 -0.17
C 2.6970 1.2933 -1.2531 -0.25
N 1.9349 0.5418 -0.2992 -0.09
C 2.2481 0.8512 1.0473 -0.32
C 2.1724 -0.3166 2.0039 -0.11
C 3.3297 -0.8077 2.5752 -0.06
C 3.2953 -1.7685 3.5741 -0.12
C 2.0723 -2.2762 3.9918 -0.11
C 0.9111 -1.8637 3.3880 -0.03
C 0.9058 -0.8654 2.3759 -0.39
O -0.2053 -0.4830 1.8770 -0.14
H -1.2289 0.1333 -4.3796 0.09
H -1.4823 1.2484 -3.0166 0.08
H -1.8769 -0.4580 -2.8232 0.08
H 1.2925 -1.3778 -3.9611 0.12
H -0.2981 -1.9629 -3.4706 0.12
H 1.7317 -1.3949 -1.3267 0.07
H 1.9095 -2.8868 -2.2857 0.12
H 0.6688 -3.2393 -0.1711 0.13
H -0.3074 -3.6350 -1.6047 0.12
H -1.5828 -3.3585 0.6123 0.14
H -3.5409 -3.5506 1.5893 0.11
H -5.7720 -2.7662 2.2490 0.10
H -6.4417 -0.4391 1.7431 0.10
H -4.8935 1.0705 0.5766 0.11
H 0.7304 1.9477 -2.9868 0.12
H 1.1778 0.9071 -4.3641 0.13
H 3.1849 1.4729 -3.3099 0.12
H 2.8968 -0.1872 -2.8002 0.10
H 2.4303 2.3639 -1.1960 0.12
H 3.7687 1.2310 -0.9954 0.13
H 3.2346 1.3392 1.1460 0.14
H 4.2817 -0.4125 2.2484 0.11
H 4.2085 -2.0935 4.0450 0.09
H 2.0331 -2.9923 4.7999 0.10
H -0.0501 -2.2564 3.6862 0.10
N -0.9865 2.7670 -0.1317 -0.02
C -0.4123 4.0540 0.2430 -0.24
C 0.3326 3.9806 1.5804 -0.08
C 1.5732 3.1190 1.4304 -0.52
O 2.6843 3.5580 1.2643 0.10
O 1.2484 1.8416 1.4878 0.00
H -1.5134 2.8608 -0.9980 0.08
H -1.6447 2.4407 0.5789 0.08
H -1.1818 4.8401 0.3373 0.12
H 0.2882 4.3601 -0.5424 0.12
H -0.3095 3.5411 2.3445 0.13
H 0.6413 4.9811 1.8779 0.12
```

* multiplicity: 2
* ⟨S²⟩: 0.780
* highest occupied orbital energy (alpha / beta): -0.257 / -0.257 Ha
* Kohn-Sham gap (alpha / beta): 0.2239 / 0.2134 Eh
* lowest unoccupied orbital energy (alpha / beta): -0.9 / -1.2 eV